[1]
Here is a cluster of 12 separate species, H24O12 in total in a non-equilibrium geometry from OMol25. Energies are from wB97M-V/def2-TZVPD.

Energy above the lowest of the compared OMol25 structures with the same formula, charge and spin (kJ/mol): 25.8
Max |F| (eV Å⁻¹): 1.28
Frontier orbital gap (alpha / beta) (eV): 3.34 / 10.13
HOMO energy (alpha / beta) (eV): -0.44 / -7.31

Structure (ORCA input):
```
! RIJCOSX wB97M-V def2-TZVPD def2/J DEFGRID3
* xyz -1 2
O 0.341 -3.446 -0.585
H 0.556 -4.217 -0.060
H 0.297 -2.730 0.049
O 0.155 -0.238 0.153
H -0.674 -0.694 0.005
H -0.022 0.669 -0.098
O -2.258 -3.399 1.151
H -3.052 -3.930 1.093
H -2.206 -2.953 0.306
O -0.080 -0.063 3.323
H 0.091 0.793 2.929
H -0.924 -0.330 2.958
O -0.253 4.293 -0.421
H -0.382 4.719 -1.268
H -0.376 3.360 -0.601
O 2.062 -1.251 2.124
H 1.203 -1.184 2.541
H 2.058 -0.565 1.456
O 1.775 -1.072 -2.036
H 1.447 -0.755 -1.195
H 1.978 -1.994 -1.884
O -2.318 -1.750 -0.958
H -2.538 -2.175 -1.787
H -2.895 -0.987 -0.918
O -1.170 1.838 -0.805
H -2.077 2.128 -0.711
H -1.107 1.531 -1.709
O -0.085 2.365 2.125
H -0.869 2.168 1.612
H 0.426 2.952 1.567
O 0.639 1.426 -3.117
H 0.853 0.506 -2.961
H -0.088 1.401 -3.738
O 2.835 0.986 0.499
H 3.257 1.368 -0.271
H 3.402 1.230 1.230
*
```

[2]
Here is a structure of composition H24O12 in a non-equilibrium geometry from OMol25. Energies are from wB97M-V/def2-TZVPD.

Energy above the lowest of the compared OMol25 structures with the same formula, charge and spin (kJ/mol): 1431.3
Max |F| (eV Å⁻¹): 10.71
Frontier orbital gap (eV): 7.98
HOMO energy (eV): -8.74

Structure (ORCA input):
```
! RIJCOSX wB97M-V def2-TZVPD def2/J DEFGRID3
* xyz 0 1
O -0.137 -1.325 -1.202
H 0.652 -1.695 -0.808
H -0.113 -1.622 -2.112
O -0.856 0.012 2.473
H -1.708 -0.290 2.158
H -0.275 -0.077 1.718
O -1.752 1.248 -0.844
H -2.603 0.979 -0.497
H -1.911 2.110 -1.229
O 1.871 0.314 -2.118
H 2.071 -0.162 -1.312
H 0.916 0.379 -2.128
O -0.167 0.975 -2.307
H -0.828 0.967 -1.615
H -0.568 0.489 -3.028
O 2.228 -0.892 -0.408
H 2.421 -1.619 -1.000
H 2.767 -1.061 0.364
O -2.572 1.860 1.562
H -2.029 1.147 1.226
H -3.264 1.964 0.908
O -2.153 -1.526 -0.247
H -2.047 -2.447 -0.009
H -1.303 -1.272 -0.605
O 0.054 0.620 0.229
H 0.595 -0.139 0.008
H -0.783 0.451 -0.204
O 0.706 -1.535 1.248
H 1.372 -1.939 0.691
H 0.038 -2.212 1.352
O 2.113 0.120 2.011
H 1.904 0.811 1.383
H 1.574 -0.623 1.739
O 1.531 1.795 1.066
H 1.517 2.736 0.889
H 0.738 1.461 0.648
*
```

What did the second record say?
Here is a structure of composition H24O12 in a non-equilibrium geometry from OMol25. Energies are from wB97M-V/def2-TZVPD.

Energy above the lowest of the compared OMol25 structures with the same formula, charge and spin (kJ/mol): 1431.3
Max |F| (eV Å⁻¹): 10.71
Frontier orbital gap (eV): 7.98
HOMO energy (eV): -8.74

Structure (ORCA input):
```
! RIJCOSX wB97M-V def2-TZVPD def2/J DEFGRID3
* xyz 0 1
O -0.137 -1.325 -1.202
H 0.652 -1.695 -0.808
H -0.113 -1.622 -2.112
O -0.856 0.012 2.473
H -1.708 -0.290 2.158
H -0.275 -0.077 1.718
O -1.752 1.248 -0.844
H -2.603 0.979 -0.497
H -1.911 2.110 -1.229
O 1.871 0.314 -2.118
H 2.071 -0.162 -1.312
H 0.916 0.379 -2.128
O -0.167 0.975 -2.307
H -0.828 0.967 -1.615
H -0.568 0.489 -3.028
O 2.228 -0.892 -0.408
H 2.421 -1.619 -1.000
H 2.767 -1.061 0.364
O -2.572 1.860 1.562
H -2.029 1.147 1.226
H -3.264 1.964 0.908
O -2.153 -1.526 -0.247
H -2.047 -2.447 -0.009
H -1.303 -1.272 -0.605
O 0.054 0.620 0.229
H 0.595 -0.139 0.008
H -0.783 0.451 -0.204
O 0.706 -1.535 1.248
H 1.372 -1.939 0.691
H 0.038 -2.212 1.352
O 2.113 0.120 2.011
H 1.904 0.811 1.383
H 1.574 -0.623 1.739
O 1.531 1.795 1.066
H 1.517 2.736 0.889
H 0.738 1.461 0.648
*
```